Run A
12
Properties=species:S:1:pos:R:3 method="wB97M-V/def2-TZVPD" homo_ev=-8.686 e_lumo_ev=1.023 smiles="NC1=NCCO1" multiplicity=1
N 2.0977 0.3493 -0.6628
C 0.8102 0.1707 -0.2377
N -0.0960 -0.2133 -1.0540
C -1.2189 -0.6172 -0.2148
C -1.0683 0.3885 0.9090
O 0.4427 0.4149 1.0444
H 2.2169 -0.0642 -1.5791
H 2.8899 0.3065 -0.0435
H -2.1453 -0.6147 -0.8008
H -1.0606 -1.6408 0.1640
H -1.4812 1.3526 0.5547
H -1.3870 0.1678 1.9206

Run B
12
Properties=species:S:1:pos:R:3 method="wB97M-V/def2-TZVPD" homo_ev=-9.467 e_lumo_ev=0.668 multiplicity=1
H 1.9437 0.3835 1.4987
N 2.1154 0.7497 0.4509
C 1.1796 0.4384 -0.3767
N -0.0940 -0.0300 0.0249
C -1.0182 -0.6363 -1.0195
C -0.5304 0.2108 1.2607
O 0.0822 0.6125 2.2491
H 1.3525 0.6515 -1.5682
H -0.6516 -0.0773 -2.0387
H -0.6528 -1.7113 -1.1463
H -2.0760 -0.5219 -0.6883
H -1.6505 -0.0696 1.3534

It comes down to run A, which is 107.7 kJ/mol more stable than the next structure.

Run A
12
Properties=species:S:1:pos:R:3 method="wB97M-V/def2-TZVPD" homo_ev=-9.819 e_lumo_ev=0.807 smiles="[H]/N=C/N(C)C=O" multiplicity=1
H 1.6367 2.4417 0.0729
N 1.2655 1.5697 0.4427
C 0.5131 1.0195 -0.4175
N -0.1489 -0.1715 -0.1535
C 0.0389 -0.8426 1.1247
C -1.0483 -0.6734 -1.0685
O -1.7482 -1.6416 -0.8864
H 0.2981 1.4105 -1.4191
H -0.8448 -1.4504 1.3188
H 0.1799 -0.0891 1.9006
H 0.9241 -1.4860 1.0915
H -1.0662 -0.0869 -2.0063

Run B
12
Properties=species:S:1:pos:R:3 method="wB97M-V/def2-TZVPD" homo_ev=-10.286 e_lumo_ev=0.815 smiles="CNC=O.C#N" multiplicity=1
C -1.3491 0.2850 0.9131
N -0.1505 0.0626 0.1462
C 1.0548 0.6360 0.4177
O 2.1296 0.2441 -0.0159
H -1.5194 -0.5384 1.6161
H -1.2399 1.2138 1.4752
H -2.2339 0.3735 0.2718
H -0.0993 -0.7936 -0.3916
H 0.9548 1.5449 1.0443
C 1.0077 -1.0206 -2.5251
N 0.1705 -1.5816 -3.0876
H 1.7382 -0.5172 -1.9057

It comes down to run A, which is 52.2 kJ/mol more stable than the next structure.

Run A
12
Properties=species:S:1:pos:R:3 method="wB97M-V/def2-TZVPD" homo_ev=-9.197 e_lumo_ev=0.832 multiplicity=1
C 0.9430 -0.4089 0.8365
C -1.9222 -1.5190 0.2285
O -1.7922 -2.1506 -0.7062
N -1.3806 1.1484 -0.6477
C -0.1299 1.0947 -0.8786
N 0.9221 0.7555 -0.0387
H 0.7305 -1.3483 0.3052
H 1.9525 -0.4860 1.2473
H 0.2480 -0.3238 1.6773
H -1.5923 0.9267 0.3261
H 0.2053 1.3838 -1.8809
H 1.8158 0.9274 -0.4691

Run B
12
Properties=species:S:1:pos:R:3 method="wB97M-V/def2-TZVPD" homo_ev=-9.451 e_lumo_ev=0.870 smiles="O=C1CCNN1" multiplicity=1
O -2.4162 -0.2101 -0.2617
C -1.2726 -0.1477 0.0998
C -0.2551 1.0668 0.2120
C 0.8926 0.4518 -0.4888
N 0.9698 -0.9485 0.0041
N -0.4118 -1.2244 0.0217
H -0.1109 1.1785 1.3041
H -0.7628 2.1096 -0.1829
H 0.9441 0.2446 -1.5464
H 1.9731 0.4153 -0.0884
H 1.0212 -0.7973 1.1187
H -0.5715 -2.1387 -0.1923

It comes down to run A, which is 188.4 kJ/mol more stable than the next structure.

Run A
12
Properties=species:S:1:pos:R:3 method="wB97M-V/def2-TZVPD" homo_ev=-9.504 e_lumo_ev=0.585 multiplicity=1
N -2.0543 -1.2834 0.3234
C -1.2613 -0.3810 -0.1898
C 1.4266 1.1853 0.2335
O 1.0882 0.3148 1.2663
C 1.7644 0.4597 -1.0175
N 1.9821 -0.1359 -1.9866
H -2.1539 -1.3410 1.3326
H -2.5709 -1.9883 -0.2001
H -1.2973 -0.4858 -1.2883
H 0.6024 1.8647 -0.0145
H 2.2874 1.7810 0.5412
H 0.1866 0.0098 0.9997

Run B
12
Properties=species:S:1:pos:R:3 method="wB97M-V/def2-TZVPD" homo_ev=-9.543 e_lumo_ev=0.872 smiles="O=C1NCCN1" multiplicity=1
O -1.2538 2.2282 0.0129
C -0.6396 1.1858 0.0603
N -0.4512 0.3899 -1.0882
C 0.5193 -0.6288 -0.7719
C 0.1627 -0.8546 0.6977
N -0.1424 0.4937 1.1672
H -0.4450 0.8868 -1.9661
H 1.4876 -0.1456 -0.8176
H 0.5333 -1.5147 -1.4272
H -0.7954 -1.3836 0.7476
H 1.0067 -1.3378 1.2035
H 0.0177 0.6807 2.1816

It comes down to run B, which is 287.5 kJ/mol more stable than the next structure.